1.
# C30H30N6

A 6-piece molecular cluster, C30H30N6 overall at a distorted geometry (ωB97M-V/def2-TZVPD, the OMol25 dataset).

Geometry (Å):
N: 22.85585 -3.32678 5.35975
C: 23.06334 -4.45945 6.06645
C: 23.82379 -5.51597 5.59181
C: 24.45077 -5.28731 4.40596
C: 24.16192 -4.20922 3.59016
C: 23.44484 -3.15942 4.15996
H: 22.59986 -4.57370 7.03522
H: 23.96381 -6.44681 6.12126
H: 24.90193 -6.17561 3.98908
H: 24.55195 -4.14963 2.58480
H: 23.32469 -2.21124 3.65707
N: 30.68276 -9.44954 7.56591
C: 30.72318 -8.22021 7.08558
C: 29.69938 -7.26866 7.33759
C: 28.66846 -7.65567 8.16009
C: 28.64145 -8.88268 8.77419
C: 29.66421 -9.77836 8.43046
H: 31.57774 -7.90224 6.50675
H: 29.79550 -6.23754 7.03106
H: 27.82880 -6.99996 8.33730
H: 27.80511 -9.02681 9.44214
H: 29.60615 -10.82366 8.69570
N: 29.33011 -3.29009 7.09728
C: 29.54972 -2.51954 6.00253
C: 28.62531 -2.42734 4.95497
C: 27.43064 -3.06622 5.08764
C: 27.22710 -3.95464 6.18902
C: 28.16317 -3.92777 7.23221
H: 30.47751 -1.99224 5.83650
H: 28.84356 -1.71658 4.17166
H: 26.73378 -3.04256 4.26288
H: 26.34663 -4.57977 6.20876
H: 28.16281 -4.58491 8.08928
N: 31.20499 0.20023 4.01359
C: 30.42834 0.96526 4.81935
C: 29.59914 1.99936 4.39670
C: 29.60844 2.31090 3.02235
C: 30.39464 1.60081 2.13452
C: 31.24014 0.57611 2.71146
H: 30.40257 0.74332 5.87599
H: 29.09088 2.70719 5.03471
H: 29.07326 3.17502 2.65729
H: 30.23451 1.82225 1.08966
H: 31.81608 -0.06297 2.05856
N: 33.64787 -4.28800 1.61437
C: 33.77624 -5.21490 2.61442
C: 33.18503 -5.04230 3.84465
C: 32.23194 -4.04240 3.97394
C: 32.11009 -3.00384 3.00435
C: 32.88912 -3.22168 1.83823
H: 34.42816 -6.06199 2.46005
H: 33.30113 -5.81032 4.59503
H: 31.56393 -4.03967 4.82257
H: 31.35956 -2.23908 3.13945
H: 32.87516 -2.58293 0.96747
N: 29.46933 0.22068 10.81218
C: 28.97353 -0.70292 11.68070
C: 29.15777 -2.08856 11.51151
C: 29.98923 -2.46788 10.47378
C: 30.52018 -1.55207 9.55259
C: 30.27712 -0.19957 9.80422
H: 28.49129 -0.28639 12.55268
H: 28.72707 -2.74645 12.25183
H: 30.14765 -3.51815 10.27824
H: 31.12279 -1.82586 8.69918
H: 30.55599 0.54273 9.07099

- M (g mol⁻¹) = 474.61
- energy above the lowest of the compared OMol25 structures with the same formula, charge and spin (kcal/mol) = 56.1
- E_HOMO (eV) = -9.336
- net charge = 0
- HOMO-LUMO gap (eV) = 9.793
- SMILES string = c1ccncc1.c1ccncc1.c1ccncc1.c1ccncc1.c1ccncc1.c1ccncc1
- LUMO energy (eV) = 0.457
- DFT total energy (eV) = -40534.2389

2.
# C14H20BrOReS4

C14H20BrOReS4 as an isolated structure (ωB97M-V/def2-TZVPD, the OMol25 dataset).

Geometry (Å):
Re: -2.59717 2.47316 2.43459
C: 0.12601 -2.32037 -3.00727
C: -0.27484 -2.75438 -1.59090
C: -1.52417 -3.62732 -1.68543
C: 0.85147 -3.58058 -0.95541
C: -0.51834 -1.50753 -0.73892
C: -1.73666 -1.23915 -0.14040
C: -1.81786 -0.07695 0.60068
Br: -3.49929 0.34226 1.45551
C: -0.80051 0.82120 0.78824
O: -1.03383 1.95742 1.56311
C: 0.44116 0.57621 0.19839
C: 0.52620 -0.59244 -0.54873
C: 1.63283 1.53028 0.36130
C: 1.28139 2.91221 -0.20897
C: 2.85674 1.00968 -0.39450
C: 2.01272 1.64816 1.84481
H: 0.27750 -3.20101 -3.63421
H: 1.05543 -1.74790 -3.01365
H: -0.65279 -1.70682 -3.46555
H: -1.30362 -4.50058 -2.29995
H: -2.35834 -3.09965 -2.15467
H: -1.84603 -3.98994 -0.70592
H: 1.01836 -4.48776 -1.53910
H: 0.59530 -3.87505 0.06472
H: 1.79463 -3.03201 -0.92256
H: -2.58631 -1.89904 -0.24244
H: 1.47190 -0.81468 -1.02096
H: 1.04243 2.84921 -1.27263
H: 2.13992 3.57709 -0.09568
H: 0.43679 3.36904 0.30332
H: 2.67422 0.92754 -1.46825
H: 3.18853 0.03781 -0.02247
H: 3.67902 1.71260 -0.25444
H: 1.20138 2.04830 2.44964
H: 2.86686 2.32075 1.94513
H: 2.29850 0.67756 2.25559
S: -2.95610 2.66633 4.64249
S: -2.73935 4.66062 5.06349
S: -3.33103 5.67465 3.39223
S: -3.89308 4.26110 2.01978

- M (g mol⁻¹) = 598.69
- energy above the lowest of the compared OMol25 structures with the same formula, charge and spin (kcal/mol) = 18.4
- E_HOMO (alpha / beta) (eV) = -11.643 / -11.980
- net charge = +1
- HOMO-LUMO gap (alpha / beta) (eV) = 6.369 / 5.944
- LUMO energy (alpha / beta) (eV) = -5.273 / -6.036
- DFT total energy (eV) = -132396.7221
- multiplicity = 2

Which of these has the lowest net charge? C30H30N6